Density functional theory data (the ωB97M-V functional and the def2-TZVPD basis) for a 10-piece molecular cluster, H21O10 overall in a non-equilibrium geometry.

Each line ends with the natural charge from an NBO analysis.
Cartesian coordinates (Å):
O  -3.414  28.389  47.072  -0.820
H  -3.240  28.966  46.331  0.553
H  -2.799  28.604  47.947  0.586
H  -3.480  27.485  46.804  0.566
O  -2.133  30.203  50.889  -0.980
H  -1.716  29.478  50.339  0.487
H  -2.267  29.724  51.823  0.495
O  -0.650  30.332  43.984  -0.941
H  -0.229  31.241  44.224  0.470
H  -1.267  30.405  44.795  0.463
O  -3.972  31.062  48.938  -0.937
H  -3.425  30.828  49.604  0.486
H  -3.607  31.694  48.489  0.445
O  -2.858  25.735  49.002  -0.977
H  -3.708  25.941  49.511  0.494
H  -3.112  24.877  48.621  0.488
O  -6.040  26.712  48.137  -0.923
H  -5.793  27.176  48.889  0.452
H  -6.430  27.444  47.689  0.473
O  -1.429  28.168  48.871  -0.954
H  -1.523  27.265  48.913  0.506
H  -0.482  28.052  48.772  0.506
O  -4.052  25.491  45.773  -0.919
H  -3.108  25.580  45.664  0.472
H  -3.968  24.962  46.515  0.452
O  -1.423  26.606  45.988  -0.959
H  -0.962  27.224  45.563  0.478
H  -0.770  25.912  46.120  0.490
O  -3.221  30.422  45.379  -1.008
H  -3.655  30.445  44.508  0.526
H  -3.440  31.276  45.978  0.527

Properties
- Total charge: +1
- Calculated total energy: -764.6576 Ha
- F_max: 0.1505 Eh/bohr
- E_HOMO: -14.2593 eV


Density functional theory data (the ωB97M-V functional and the def2-TZVPD basis) for H21O10 as an isolated structure in a non-equilibrium geometry.

Each line ends with the natural charge from an NBO analysis.
Cartesian coordinates (Å):
O  0.166  0.834  -1.009  -0.904
H  -0.089  -1.461  0.955  0.459
H  -3.210  -0.887  2.945  0.507
O  0.366  2.804  2.187  -0.976
H  -3.070  0.934  -2.992  0.474
H  0.714  3.643  1.851  0.499
O  -3.187  -0.509  2.025  -0.955
H  0.733  -1.924  -2.651  0.475
H  2.031  -2.814  -0.105  0.502
O  1.710  0.683  0.572  -0.923
H  1.160  1.303  1.160  0.552
H  0.919  0.280  -0.323  0.514
O  -0.067  -2.233  1.709  -0.932
H  0.696  2.820  3.134  0.503
H  1.957  -0.212  0.924  0.540
O  -1.116  0.878  1.182  -1.011
H  -1.338  1.821  1.488  0.528
H  -1.908  0.394  1.550  0.523
O  -3.423  1.126  -2.067  -0.920
H  3.101  -1.875  -0.688  0.509
H  -2.893  0.604  -1.525  0.448
O  2.230  -1.933  -0.115  -0.940
H  -0.315  -1.618  2.551  0.474
H  0.016  0.379  -1.802  0.537
O  2.406  -0.142  -2.682  -0.978
H  -0.599  0.826  -0.241  0.534
O  0.707  -1.491  -1.904  -1.001
H  1.417  -1.484  -1.299  0.478
H  3.229  -0.363  -3.120  0.492
H  -3.190  -1.252  1.392  0.503
H  2.302  0.747  -2.399  0.488

Properties
- Total charge: +1
- Calculated total energy: -764.6483 Ha
- F_max: 0.1455 Eh/bohr
- E_HOMO: -13.7042 eV


Ordered ΔE to the lowest compared entry with this formula, charge and spin results: 79.2 85.0; unit kcal per mole.